ORCA calculation (wB97M-V/def2-TZVPD) on a 3-piece molecular cluster, C5H12O2 overall in a non-equilibrium geometry.

Summary:
Structure (SMILES) ... C=CCC=C.O.O
E ... -9472.03921 eV
Kohn-Sham gap ... 0.3731 Eh
Molar mass ... 104.1 g mol⁻¹
HOMO energy ... -9.37 eV
Maximum force ... 2.96 eV/Å
LUMO ... 0.8 eV
Energy above the lowest of the compared OMol25 structures with the same formula, charge and spin ... 71.4 kcal/mol

XYZ file:
```
19
Properties=species:S:1:pos:R:3:forces:R:3
C -0.53032 -0.74638 -0.20068 0.6 1.3 -1.0
C 0.51915 -0.01547 0.17717 0.4 0.0 -1.6
C -1.14325 -0.61518 -1.61045 0.0 1.1 -0.3
C -2.18783 -1.56943 -2.10829 0.6 0.5 1.5
C -2.50174 -2.66526 -1.45772 -0.4 -1.4 1.5
H -0.94748 -1.30457 0.59965 -0.8 -0.8 0.2
H 0.98707 -0.13992 1.12029 0.0 0.0 1.0
H 1.08311 0.65385 -0.49802 -0.5 -0.4 0.2
H -1.69877 0.41155 -1.65814 1.6 -1.4 -0.2
H -0.32964 -0.76582 -2.41180 -0.9 1.1 1.2
H -2.68069 -1.15700 -2.95967 -0.3 -0.5 -0.8
H -3.25467 -3.37693 -1.85955 0.6 0.5 0.6
H -2.04109 -2.84325 -0.40105 -0.8 0.0 -2.3
H 3.60878 1.18464 2.44309 0.4 0.2 1.9
H 4.24554 1.28784 3.97384 0.1 -0.1 -0.9
O 3.45678 1.30781 3.41915 -0.6 0.0 -1.0
H 1.52451 3.62849 1.88549 -1.0 0.4 0.7
H 0.48868 3.37242 0.55601 1.9 0.3 2.0
O 1.40185 3.35259 0.99067 -0.9 -0.7 -2.7
```
Forces are in eV/Å.


ORCA calculation (wB97M-V/def2-TZVPD) on the molecule C6H7N in a non-equilibrium geometry.

Summary:
E ... -7819.48877 eV
Kohn-Sham gap ... 0.3252 Eh
Molar mass ... 93.1 g mol⁻¹
HOMO energy ... -7.95 eV
Maximum force ... 3.61 eV/Å
LUMO ... 0.9 eV
Energy above the lowest of the compared OMol25 structures with the same formula, charge and spin ... 142.0 kcal/mol

XYZ file:
```
14
Properties=species:S:1:pos:R:3:forces:R:3
C -0.15998 -0.97081 -0.58964 -2.4 -2.1 1.7
C -0.95023 0.30373 -0.69593 1.6 -1.2 -0.5
C -0.89835 -0.68480 0.63117 -0.1 -0.8 -2.1
C 1.07599 -1.17319 0.29346 1.9 3.0 0.1
C 0.21997 -0.79161 1.59637 2.4 1.4 -0.9
C -0.49637 1.47711 -1.39188 0.5 1.2 -1.8
N -1.86333 0.24240 0.23294 -1.5 0.0 0.9
H 1.61240 -2.10297 0.47628 -0.4 -0.3 -1.0
H 1.83980 -0.37389 -0.08360 -0.8 -1.2 1.3
H 0.47555 0.25063 1.92032 -0.2 -1.1 0.4
H 0.36137 -1.57159 2.33835 -0.8 0.3 0.3
H -0.44003 2.21556 -0.63232 0.3 1.2 0.3
H -1.23870 1.81640 -2.15160 0.3 -0.3 0.7
H 0.46191 1.36304 -1.94392 -0.6 -0.1 0.6
```
Forces are in eV/Å.


ORCA calculation (wB97M-V/def2-TZVPD) on C21H13BrClIN3O5PbSe as an isolated structure in a non-equilibrium geometry.

Summary:
E ... -197954.23732 eV
Kohn-Sham gap ... 0.2442 Eh
Molar mass ... 915.8 g mol⁻¹
Charge ... -1
HOMO energy ... -4.58 eV
Maximum force ... 4.00 eV/Å
LUMO ... 2.1 eV

XYZ file:
```
47
Properties=species:S:1:pos:R:3:forces:R:3
Pb -15.26534 4.73150 -11.44045 -0.7 0.3 1.2
Cl -19.57981 10.77681 -12.22431 -0.1 -0.2 -0.2
C -18.89579 9.23299 -11.72571 -0.2 0.1 0.0
C -19.65148 8.43370 -10.86525 0.4 1.9 -1.1
C -19.06536 7.40682 -10.20171 2.6 -1.9 0.2
I -20.18369 6.31179 -8.86011 -0.2 -0.3 0.3
C -17.67260 6.97183 -10.43013 -1.2 0.8 -1.0
O -17.14447 5.93399 -9.93914 -0.1 0.6 -0.5
C -16.94784 7.81393 -11.47240 -1.2 -0.3 1.0
N -15.70179 7.42969 -11.74947 0.6 0.4 -0.7
C -15.05480 8.06982 -12.71151 -0.2 0.0 0.6
C -15.60251 9.12328 -13.45423 0.3 0.9 -0.8
C -16.86791 9.58656 -13.18553 0.0 0.2 0.4
C -17.55951 8.94156 -12.12036 -1.1 -0.6 0.3
H -20.70078 8.68058 -10.70504 0.3 0.0 0.1
H -14.03111 7.78143 -12.85555 0.4 -0.2 -0.2
H -14.99154 9.60926 -14.24491 -0.5 -0.5 0.6
H -17.32365 10.44744 -13.73380 0.4 -1.0 0.6
Br -12.13155 7.57336 -5.11392 0.2 0.0 -0.1
C -12.77581 6.50352 -6.56129 -0.1 -0.2 0.4
C -13.66799 7.05868 -7.44988 -0.3 -0.8 -0.7
C -14.31066 6.18796 -8.36584 -0.1 -1.0 0.3
C -14.06394 4.76478 -8.39555 0.7 2.4 2.3
C -13.08904 4.31351 -7.42914 -1.8 -2.1 -2.6
C -12.49846 5.13321 -6.55977 1.3 1.2 1.9
N -14.78694 3.96860 -9.22936 0.0 -0.3 -1.8
C -14.58755 2.57870 -9.19819 -0.6 -0.7 1.7
C -15.47916 1.80235 -10.12524 -0.9 -0.5 0.0
C -15.56232 0.39966 -9.99546 -0.5 0.1 -0.7
C -16.38104 -0.34874 -10.84600 0.4 1.0 0.1
C -17.04503 0.32842 -11.89328 0.4 0.2 1.2
C -16.94838 1.70596 -11.86939 -0.3 1.2 -0.9
N -16.19738 2.45153 -11.02850 -0.3 -1.3 -0.1
H -13.87281 8.13361 -7.40633 -0.1 -0.5 -0.1
H -15.16458 6.52369 -8.95544 0.4 0.2 0.0
H -12.78968 3.25679 -7.52082 -0.1 0.6 0.5
H -11.76682 4.72014 -5.83994 -0.5 0.4 -0.5
H -14.77726 2.13452 -8.16075 0.1 0.7 -0.7
H -14.93642 -0.07124 -9.26051 0.0 -0.2 0.3
H -16.50223 -1.40980 -10.66303 0.1 0.0 -0.3
H -17.62441 -0.18287 -12.64733 -0.1 0.0 0.1
H -17.50559 2.35355 -12.56430 0.2 -0.7 0.0
O -13.31224 2.02347 -9.49383 2.9 1.8 -1.5
Se -12.12891 3.21070 -10.54410 2.2 -0.6 0.1
O -10.99811 2.12293 -11.20966 -2.8 2.2 1.4
O -13.12686 3.91057 -11.77773 1.7 -1.2 1.9
O -11.42814 4.32816 -9.47423 -1.6 -2.4 -2.7
```
Forces are in eV/Å.


ORCA calculation (wB97M-V/def2-TZVPD) on C40H41N6O3Ti as an isolated structure in a non-equilibrium geometry.

Summary:
E ... -80338.45288 eV
Kohn-Sham gap (spin up / spin down) ... 0.1189 / 0.1394 Eh
2S+1 ... 2
Molar mass ... 701.7 g mol⁻¹
Charge ... -2
HOMO energy (spin up / spin down) ... 0.94 / 0.39 eV
Maximum force ... 3.06 eV/Å
LUMO (spin up / spin down) ... 4.2 / 4.2 eV
Energy above the lowest of the compared OMol25 structures with the same formula, charge and spin ... 97.8 kcal/mol

XYZ file:
```
91
Properties=species:S:1:pos:R:3:forces:R:3
Ti -0.47039 0.33506 -0.37858 -1.3 -0.7 0.2
C -3.23739 -1.31624 -3.05128 0.3 0.2 0.6
C -2.61249 -0.57994 -1.87228 -2.8 0.9 -0.7
O -1.29849 -0.62044 -1.85168 1.8 0.0 -0.7
C -3.41349 -0.41774 -0.60488 0.1 0.1 0.5
C -2.53719 0.60306 1.54592 -0.3 0.0 0.4
C -3.57019 1.34626 2.34392 0.5 -0.2 -0.3
N -1.33449 1.03746 1.33802 -0.2 0.1 0.4
N -0.69509 1.99696 1.99582 0.5 0.2 0.3
C 0.59191 1.94706 1.59242 -0.9 0.6 0.9
O 0.91061 1.19126 0.57352 1.2 0.5 0.0
C 1.58041 2.61236 2.38332 0.4 0.1 0.1
C 2.94991 2.28076 2.25382 -0.5 -0.1 -0.4
C 3.88621 2.78426 3.11892 0.3 0.3 0.4
C 3.51981 3.66716 4.13972 0.1 0.0 0.0
C 2.18411 4.06756 4.23012 0.3 0.1 0.2
C 1.23441 3.55566 3.38312 -0.3 -0.2 -0.3
H -3.04169 -2.38164 -2.92718 0.0 -0.2 0.0
H -2.75429 -0.98204 -3.96718 0.0 0.1 -0.3
H -4.31089 -1.15964 -3.12928 -0.1 0.1 0.0
H -4.44149 -0.78334 -0.65798 0.2 0.0 0.0
H -4.52059 0.81776 2.35052 0.0 -0.1 0.0
H -3.72159 2.33536 1.90122 0.0 0.1 0.0
H -3.22249 1.49546 3.36972 0.0 0.0 0.1
H 3.22011 1.59096 1.46852 0.1 -0.1 -0.1
H 4.92971 2.50266 3.01662 0.0 -0.1 0.0
H 4.25681 4.03796 4.84332 0.0 0.0 -0.1
H 1.90071 4.80226 4.98002 0.0 -0.1 0.0
H 0.19961 3.85746 3.45822 -0.1 0.0 0.1
C 2.92741 -0.34504 -1.39248 -0.3 0.0 0.2
C 2.15791 -1.62054 -1.24088 0.6 0.2 -1.1
C 2.50001 -2.80024 -1.80508 -0.4 0.0 0.2
C 1.73871 -3.98304 -1.60978 0.5 -0.6 -0.2
C 0.54351 -3.87284 -0.92738 -0.2 0.8 0.4
C 0.11711 -2.67984 -0.37248 -0.1 -1.1 -0.6
N 1.06551 -1.55114 -0.27758 -0.5 0.3 0.2
C -1.16259 -2.43464 0.20822 -0.6 -0.7 0.1
C -2.11219 -3.42954 0.50342 0.7 -0.1 -0.6
C -3.25969 -3.05994 1.22752 -0.4 0.7 0.3
C -3.56379 -1.75564 1.44882 0.0 -0.4 0.6
C -2.73659 -0.69704 0.78152 -1.0 0.2 -0.5
N -1.38019 -1.15594 0.55382 0.3 -0.6 0.5
C -3.19569 0.86426 -1.38898 0.0 -2.0 -0.7
C -4.32789 1.49576 -2.05198 -0.5 0.6 -0.4
C -4.26979 2.79956 -2.40448 -0.7 -0.9 0.1
C -3.13049 3.56546 -2.06688 0.8 0.7 -0.1
C -2.10209 2.95756 -1.35528 -0.2 0.5 -0.1
C -0.91569 3.77226 -0.91638 0.0 -0.1 -0.1
N -2.10839 1.68526 -1.00218 0.9 -0.1 0.0
H 3.54551 -0.36314 -2.28928 0.1 -0.1 -0.1
H 3.57451 -0.17674 -0.52768 0.1 0.1 0.1
H 2.22661 0.49406 -1.43888 0.5 -0.1 0.0
H 3.34331 -2.83384 -2.48778 0.1 0.2 0.0
H 2.03851 -4.91184 -2.07538 0.0 0.0 -0.1
H -0.12899 -4.71884 -0.89058 -0.1 0.0 0.0
H -1.91799 -4.47454 0.29812 0.1 0.1 0.0
H -3.89879 -3.84134 1.63832 0.0 0.1 0.0
H -4.41309 -1.45444 2.04512 -0.1 0.0 0.1
H -5.19809 0.88586 -2.25798 -0.1 0.0 0.0
H -5.11289 3.27396 -2.89908 0.0 0.0 0.0
H -3.08209 4.61036 -2.34128 0.1 0.1 0.2
H -0.90459 4.73976 -1.41748 0.0 0.1 0.0
H -0.00489 3.22116 -1.15418 0.1 0.2 0.1
H -0.94159 3.92286 0.16282 0.0 0.0 0.0
C 3.63011 -1.08244 3.84772 -0.1 -0.1 -0.1
C 3.05871 -2.30334 3.11972 0.2 -0.2 0.1
C 4.20661 -3.22044 2.66262 -0.1 0.0 0.0
C 2.11111 -3.08374 4.04102 0.0 0.1 -0.1
C 2.30931 -1.90474 1.92912 -0.4 0.5 -0.3
C 1.65111 -1.62114 0.96202 0.8 -0.4 0.9
H 4.15621 -1.38444 4.75582 0.0 -0.1 0.1
H 2.83421 -0.39064 4.11092 -0.1 0.1 0.1
H 4.32601 -0.55074 3.20272 0.1 0.1 -0.1
H 4.73341 -3.64934 3.51612 0.0 0.0 0.2
H 4.91921 -2.65894 2.06242 0.1 0.1 -0.1
H 3.81391 -4.02734 2.04862 0.0 -0.1 -0.1
H 2.64541 -3.49634 4.89912 0.1 0.0 0.1
H 1.65061 -3.89844 3.48622 -0.1 -0.1 0.0
H 1.32111 -2.42744 4.39732 -0.1 0.0 0.0
O 0.44401 1.23666 -1.97598 0.6 0.2 -2.7
N 0.24211 0.98586 -3.27498 -0.4 0.1 -0.7
C 0.51551 -0.25384 -3.81218 -0.3 1.3 1.9
C 0.38061 -0.49294 -5.13928 -0.5 0.8 -2.2
C -0.06289 0.52106 -6.03058 0.1 -0.2 1.9
C -0.44089 1.74296 -5.44118 0.2 -0.8 -1.5
C -0.29639 1.95976 -4.10528 0.7 -1.0 2.0
H 0.81431 -1.00734 -3.10018 0.2 0.0 0.2
H 0.59501 -1.48454 -5.51498 0.1 0.0 0.1
H -0.16439 0.34216 -7.09168 0.0 0.0 0.0
H -0.87219 2.52806 -6.05598 0.1 0.0 0.2
H -0.61439 2.87006 -3.62228 0.0 0.0 0.2
```
Forces are in eV/Å.


Q: Number 3 is which compound?
A: C21H13BrClIN3O5PbSe


What did the third record say?
ORCA calculation (wB97M-V/def2-TZVPD) on C21H13BrClIN3O5PbSe as an isolated structure in a non-equilibrium geometry.

Summary:
E ... -197954.23732 eV
Kohn-Sham gap ... 0.2442 Eh
Molar mass ... 915.8 g mol⁻¹
Charge ... -1
HOMO energy ... -4.58 eV
Maximum force ... 4.00 eV/Å
LUMO ... 2.1 eV

XYZ file:
```
47
Properties=species:S:1:pos:R:3:forces:R:3
Pb -15.26534 4.73150 -11.44045 -0.7 0.3 1.2
Cl -19.57981 10.77681 -12.22431 -0.1 -0.2 -0.2
C -18.89579 9.23299 -11.72571 -0.2 0.1 0.0
C -19.65148 8.43370 -10.86525 0.4 1.9 -1.1
C -19.06536 7.40682 -10.20171 2.6 -1.9 0.2
I -20.18369 6.31179 -8.86011 -0.2 -0.3 0.3
C -17.67260 6.97183 -10.43013 -1.2 0.8 -1.0
O -17.14447 5.93399 -9.93914 -0.1 0.6 -0.5
C -16.94784 7.81393 -11.47240 -1.2 -0.3 1.0
N -15.70179 7.42969 -11.74947 0.6 0.4 -0.7
C -15.05480 8.06982 -12.71151 -0.2 0.0 0.6
C -15.60251 9.12328 -13.45423 0.3 0.9 -0.8
C -16.86791 9.58656 -13.18553 0.0 0.2 0.4
C -17.55951 8.94156 -12.12036 -1.1 -0.6 0.3
H -20.70078 8.68058 -10.70504 0.3 0.0 0.1
H -14.03111 7.78143 -12.85555 0.4 -0.2 -0.2
H -14.99154 9.60926 -14.24491 -0.5 -0.5 0.6
H -17.32365 10.44744 -13.73380 0.4 -1.0 0.6
Br -12.13155 7.57336 -5.11392 0.2 0.0 -0.1
C -12.77581 6.50352 -6.56129 -0.1 -0.2 0.4
C -13.66799 7.05868 -7.44988 -0.3 -0.8 -0.7
C -14.31066 6.18796 -8.36584 -0.1 -1.0 0.3
C -14.06394 4.76478 -8.39555 0.7 2.4 2.3
C -13.08904 4.31351 -7.42914 -1.8 -2.1 -2.6
C -12.49846 5.13321 -6.55977 1.3 1.2 1.9
N -14.78694 3.96860 -9.22936 0.0 -0.3 -1.8
C -14.58755 2.57870 -9.19819 -0.6 -0.7 1.7
C -15.47916 1.80235 -10.12524 -0.9 -0.5 0.0
C -15.56232 0.39966 -9.99546 -0.5 0.1 -0.7
C -16.38104 -0.34874 -10.84600 0.4 1.0 0.1
C -17.04503 0.32842 -11.89328 0.4 0.2 1.2
C -16.94838 1.70596 -11.86939 -0.3 1.2 -0.9
N -16.19738 2.45153 -11.02850 -0.3 -1.3 -0.1
H -13.87281 8.13361 -7.40633 -0.1 -0.5 -0.1
H -15.16458 6.52369 -8.95544 0.4 0.2 0.0
H -12.78968 3.25679 -7.52082 -0.1 0.6 0.5
H -11.76682 4.72014 -5.83994 -0.5 0.4 -0.5
H -14.77726 2.13452 -8.16075 0.1 0.7 -0.7
H -14.93642 -0.07124 -9.26051 0.0 -0.2 0.3
H -16.50223 -1.40980 -10.66303 0.1 0.0 -0.3
H -17.62441 -0.18287 -12.64733 -0.1 0.0 0.1
H -17.50559 2.35355 -12.56430 0.2 -0.7 0.0
O -13.31224 2.02347 -9.49383 2.9 1.8 -1.5
Se -12.12891 3.21070 -10.54410 2.2 -0.6 0.1
O -10.99811 2.12293 -11.20966 -2.8 2.2 1.4
O -13.12686 3.91057 -11.77773 1.7 -1.2 1.9
O -11.42814 4.32816 -9.47423 -1.6 -2.4 -2.7
```
Forces are in eV/Å.